Molecular formula: C84H180BO8P5
Method: DFT, ωB97M-V/def2-TZVPD

Calculated values
LUMO: -4.2523 eV
energy relative to the best compared isomer or geometry (same formula, charge and spin): 11.9 kJ/mol
spin multiplicity: 1
net charge: +4
electronic energy: -153501.224 eV
Kohn-Sham gap: 0.33710 Eh
highest occupied orbital energy: -13.425 eV

Last columns: bonded neighbours and bond lengths (Å).
Element x y z (Å)
1 O 2.654 -3.709 -0.252  C2 1.244
2 C 2.462 -2.541 0.130  O1 1.244, O3 1.291, C6 1.517
3 O 2.474 -1.505 -0.641  C2 1.291, B4 1.573
4 B 2.181 -0.212 0.206  O3 1.573, O5 1.452, O8 1.505, O12 1.499
5 O 2.162 -0.702 1.572  B4 1.452, C6 1.318
6 C 2.193 -2.019 1.529  C2 1.517, O5 1.318, O7 1.260
7 O 1.979 -2.708 2.562  C6 1.260
8 O 0.850 0.400 -0.141  B4 1.505, C9 1.393
9 C 0.993 1.769 -0.353  O8 1.393, O10 1.238, C11 1.554
10 O 0.065 2.475 -0.768  C9 1.238
11 C 2.524 2.033 -0.334  C9 1.554, O12 1.257, O13 1.229
12 O 3.094 0.935 -0.108  B4 1.499, C11 1.257
13 O 3.097 3.099 -0.552  C11 1.229
14 C 0.889 16.340 -0.058  C15 1.580, H31 1.090, H32 1.090, H33 1.090
15 C 1.186 15.538 1.270  C14 1.580, C16 1.562, H34 1.090, H35 1.090
16 C 1.062 13.986 1.143  C15 1.562, C17 1.544, H36 1.090, H37 1.090
17 C -0.387 13.464 1.243  C16 1.544, P18 1.848, H38 1.090, H39 1.090
18 P -0.529 11.779 0.497  C17 1.848, C19 1.793, C23 1.849, C27 1.786
19 C 0.664 10.663 1.235  P18 1.793, C20 1.512, H40 1.090, H41 1.090
20 C 2.122 10.873 0.894  C19 1.512, C21 1.504, H42 1.090, H43 1.090
21 C 2.899 9.992 1.833  C20 1.504, C22 1.533, H44 1.090, H45 1.090
22 C 2.895 10.441 3.299  C21 1.533, H46 1.090, H47 1.090, H48 1.090
23 C -2.275 11.202 0.695  P18 1.849, C24 1.638, H49 1.090, H50 1.090
24 C -2.714 9.624 0.665  C23 1.638, C25 1.465, H51 1.090, H52 1.090
25 C -4.081 9.399 1.141  C24 1.465, C26 1.515, H53 1.090, H54 1.090
26 C -5.077 10.448 0.691  C25 1.515, H55 1.090, H56 1.090, H57 1.090
27 C 0.006 11.768 -1.207  P18 1.786, C28 1.552, H58 1.090, H59 1.090
28 C -0.005 10.497 -2.098  C27 1.552, C29 1.547, H60 1.090, H61 1.090
29 C 0.487 10.643 -3.558  C28 1.547, C30 1.625, H62 1.090, H63 1.090
30 C -0.345 11.657 -4.516  C29 1.625, H64 1.090, H65 1.090, H66 1.090
31 H 0.031 17.011 -0.026  C14 1.090
32 H 0.681 15.744 -0.947  C14 1.090
33 H 1.757 16.921 -0.369  C14 1.090
34 H 0.577 16.039 2.023  C15 1.090
35 H 2.152 15.892 1.629  C15 1.090
36 H 1.639 13.474 1.913  C16 1.090
37 H 1.554 13.756 0.198  C16 1.090
38 H -1.135 14.025 0.682  C17 1.090
39 H -0.799 13.538 2.249  C17 1.090
40 H 0.495 9.658 0.850  C19 1.090
41 H 0.397 10.774 2.287  C19 1.090
42 H 2.580 11.850 1.052  C20 1.090
43 H 2.288 10.533 -0.128  C20 1.090
44 H 3.926 9.842 1.501  C21 1.090
45 H 2.435 9.006 1.850  C21 1.090
46 H 3.435 9.713 3.905  C22 1.090
47 H 1.901 10.406 3.745  C22 1.090
48 H 3.316 11.434 3.456  C22 1.090
49 H -2.788 11.928 0.064  C23 1.090
50 H -2.434 11.576 1.707  C23 1.090
51 H -1.982 9.004 1.181  C24 1.090
52 H -2.765 9.321 -0.381  C24 1.090
53 H -4.235 9.320 2.217  C25 1.090
54 H -4.476 8.478 0.714  C25 1.090
55 H -6.020 10.207 1.181  C26 1.090
56 H -5.158 10.479 -0.396  C26 1.090
57 H -4.892 11.455 1.064  C26 1.090
58 H 0.929 12.318 -1.395  C27 1.090
59 H -0.547 12.574 -1.689  C27 1.090
60 H -0.983 10.017 -2.074  C28 1.090
61 H 0.679 9.742 -1.709  C28 1.090
62 H 0.276 9.628 -3.895  C29 1.090
63 H 1.496 11.051 -3.611  C29 1.090
64 H -0.568 12.625 -4.066  C30 1.090
65 H -1.282 11.322 -4.962  C30 1.090
66 H 0.272 11.859 -5.392  C30 1.090
67 C -0.667 -15.904 4.456  C68 1.510, H84 1.090, H85 1.090, H86 1.090
68 C -0.293 -16.375 3.071  C67 1.510, C69 1.485, H87 1.090, H88 1.090
69 C 0.162 -15.241 2.227  C68 1.485, C70 1.590, H89 1.090, H90 1.090
70 C -1.020 -14.483 1.483  C69 1.590, P71 1.836, H91 1.090, H92 1.090
71 P -0.677 -12.796 0.844  C70 1.836, C72 1.860, C76 1.879, C80 1.792
72 C -1.996 -11.607 1.396  P71 1.860, C73 1.535, H93 1.090, H94 1.090
73 C -1.723 -10.145 1.015  C72 1.535, C74 1.553, H95 1.090, H96 1.090
74 C -2.786 -9.162 1.577  C73 1.553, C75 1.574, H97 1.090, H98 1.090
75 C -2.616 -7.723 0.964  C74 1.574, H99 1.090, H100 1.090, H101 1.090
76 C -0.672 -12.724 -1.033  P71 1.879, C77 1.561, H102 1.090, H103 1.090
77 C -0.226 -14.008 -1.799  C76 1.561, C78 1.594, H104 1.090, H105 1.090
78 C -0.380 -13.917 -3.383  C77 1.594, C79 1.547, H106 1.090, H107 1.090
79 C -1.719 -13.298 -3.851  C78 1.547, H108 1.090, H109 1.090, H110 1.090
80 C 0.859 -12.124 1.479  P71 1.792, C81 1.561, H111 1.090, H112 1.090
81 C 2.075 -12.649 0.653  C80 1.561, C82 1.525, H113 1.090, H114 1.090
82 C 3.315 -11.834 1.005  C81 1.525, C83 1.567, H115 1.090, H116 1.090
83 C 3.626 -11.677 2.532  C82 1.567, H117 1.090, H118 1.090, H119 1.090
84 H -0.734 -16.740 5.152  C67 1.090
85 H -1.657 -15.475 4.298  C67 1.090
86 H -0.013 -15.210 4.984  C67 1.090
87 H -1.163 -16.849 2.617  C68 1.090
88 H 0.510 -17.080 3.289  C68 1.090
89 H 0.733 -15.733 1.440  C69 1.090
90 H 0.951 -14.699 2.749  C69 1.090
91 H -1.668 -14.347 2.349  C70 1.090
92 H -1.561 -15.086 0.752  C70 1.090
93 H -2.053 -11.705 2.480  C72 1.090
94 H -2.939 -11.815 0.891  C72 1.090
95 H -1.624 -10.118 -0.070  C73 1.090
96 H -0.771 -9.750 1.370  C73 1.090
97 H -2.634 -9.257 2.652  C74 1.090
98 H -3.772 -9.339 1.147  C74 1.090
99 H -1.592 -7.362 0.860  C75 1.090
100 H -3.145 -6.955 1.528  C75 1.090
101 H -3.067 -7.817 -0.024  C75 1.090
102 H 0.073 -11.959 -1.251  C76 1.090
103 H -1.688 -12.363 -1.195  C76 1.090
104 H -0.850 -14.878 -1.595  C77 1.090
105 H 0.820 -14.128 -1.516  C77 1.090
106 H -0.290 -14.987 -3.571  C78 1.090
107 H 0.342 -13.324 -3.943  C78 1.090
108 H -2.641 -13.499 -3.306  C79 1.090
109 H -1.927 -13.489 -4.904  C79 1.090
110 H -1.721 -12.209 -3.885  C79 1.090
111 H 0.931 -12.391 2.533  C80 1.090
112 H 0.948 -11.042 1.388  C80 1.090
113 H 1.947 -12.552 -0.425  C81 1.090
114 H 2.246 -13.709 0.841  C81 1.090
115 H 3.199 -10.822 0.617  C82 1.090
116 H 4.098 -12.332 0.433  C82 1.090
117 H 4.506 -11.060 2.718  C83 1.090
118 H 3.968 -12.675 2.808  C83 1.090
119 H 2.809 -11.568 3.245  C83 1.090
120 C -10.418 2.217 -2.748  C121 1.515, H137 1.090, H138 1.090, H139 1.090
121 C -10.501 2.722 -4.174  C120 1.515, C122 1.594, H140 1.090, H141 1.090
122 C -10.141 1.464 -5.084  C121 1.594, C123 1.538, H142 1.090, H143 1.090
123 C -10.833 1.710 -6.436  C122 1.538, P124 1.789, H144 1.090, H145 1.090
124 P -10.837 0.368 -7.619  C123 1.789, C125 1.811, C129 1.857, C133 1.888
125 C -10.883 1.191 -9.232  P124 1.811, C126 1.534, H146 1.090, H147 1.090
126 C -11.963 2.254 -9.470  C125 1.534, C127 1.543, H148 1.090, H149 1.090
127 C -11.543 3.421 -10.388  C126 1.543, C128 1.507, H150 1.090, H151 1.090
128 C -10.893 3.006 -11.683  C127 1.507, H152 1.090, H153 1.090, H154 1.090
129 C -12.415 -0.561 -7.308  P124 1.857, C130 1.549, H155 1.090, H156 1.090
130 C -12.440 -1.693 -6.252  C129 1.549, C131 1.555, H157 1.090, H158 1.090
131 C -13.856 -2.324 -6.124  C130 1.555, C132 1.474, H159 1.090, H160 1.090
132 C -13.964 -3.345 -5.066  C131 1.474, H161 1.090, H162 1.090, H163 1.090
133 C -9.245 -0.607 -7.332  P124 1.888, C134 1.613, H164 1.090, H165 1.090
134 C -7.873 0.238 -7.269  C133 1.613, C135 1.556, H166 1.090, H167 1.090
135 C -6.711 -0.556 -6.606  C134 1.556, C136 1.593, H168 1.090, H169 1.090
136 C -6.718 -0.497 -5.015  C135 1.593, H170 1.090, H171 1.090, H172 1.090
137 H -10.653 2.977 -2.002  C120 1.090
138 H -9.363 1.961 -2.656  C120 1.090
139 H -11.064 1.366 -2.535  C120 1.090
140 H -9.796 3.538 -4.334  C121 1.090
141 H -11.494 3.124 -4.376  C121 1.090
142 H -10.749 0.671 -4.650  C122 1.090
143 H -9.099 1.163 -5.192  C122 1.090
144 H -10.196 2.408 -6.980  C123 1.090
145 H -11.757 2.287 -6.450  C123 1.090
146 H -10.946 0.352 -9.923  C125 1.090
147 H -9.885 1.611 -9.355  C125 1.090
148 H -12.327 2.842 -8.628  C126 1.090
149 H -12.810 1.723 -9.903  C126 1.090
150 H -10.848 4.164 -9.997  C127 1.090
151 H -12.460 3.936 -10.674  C127 1.090
152 H -9.877 2.666 -11.484  C128 1.090
153 H -10.893 3.869 -12.349  C128 1.090
154 H -11.379 2.165 -12.179  C128 1.090
155 H -12.728 -1.017 -8.247  C129 1.090
156 H -13.109 0.232 -7.029  C129 1.090
157 H -12.232 -1.350 -5.238  C130 1.090
158 H -11.769 -2.530 -6.446  C130 1.090
159 H -14.065 -2.715 -7.120  C131 1.090
160 H -14.561 -1.539 -5.848  C131 1.090
161 H -13.149 -4.045 -5.251  C132 1.090
162 H -14.956 -3.772 -5.213  C132 1.090
163 H -13.845 -2.883 -4.086  C132 1.090
164 H -9.063 -1.378 -8.081  C133 1.090
165 H -9.445 -0.983 -6.329  C133 1.090
166 H -7.959 1.207 -6.778  C134 1.090
167 H -7.730 0.542 -8.306  C134 1.090
168 H -5.763 -0.149 -6.957  C135 1.090
169 H -6.636 -1.626 -6.801  C135 1.090
170 H -5.729 -0.921 -4.836  C136 1.090
171 H -7.561 -1.103 -4.682  C136 1.090
172 H -6.686 0.516 -4.614  C136 1.090
173 C 10.301 -2.490 0.728  C174 1.541, H190 1.090, H191 1.090, H192 1.090
174 C 9.077 -2.422 -0.205  C173 1.541, C175 1.559, H193 1.090, H194 1.090
175 C 9.177 -1.265 -1.245  C174 1.559, C176 1.564, H195 1.090, H196 1.090
176 C 10.494 -1.219 -2.088  C175 1.564, P177 1.810, H197 1.090, H198 1.090
177 P 10.455 -0.241 -3.610  C176 1.810, C178 1.812, C182 1.772, C186 1.857
178 C 12.200 0.239 -3.715  P177 1.812, C179 1.555, H199 1.090, H200 1.090
179 C 13.196 -0.921 -4.001  C178 1.555, C180 1.551, H201 1.090, H202 1.090
180 C 13.427 -1.054 -5.529  C179 1.551, C181 1.503, H203 1.090, H204 1.090
181 C 14.081 -2.385 -5.777  C180 1.503, H205 1.090, H206 1.090, H207 1.090
182 C 9.835 -1.290 -4.897  P177 1.772, C183 1.603, H208 1.090, H209 1.090
183 C 8.328 -1.806 -4.724  C182 1.603, C184 1.563, H210 1.090, H211 1.090
184 C 8.024 -2.860 -5.838  C183 1.563, C185 1.595, H212 1.090, H213 1.090
185 C 8.107 -2.218 -7.295  C184 1.595, H214 1.090, H215 1.090, H216 1.090
186 C 9.353 1.242 -3.429  P177 1.857, C187 1.547, H217 1.090, H218 1.090
187 C 9.523 2.016 -2.099  C186 1.547, C188 1.567, H219 1.090, H220 1.090
188 C 10.332 3.339 -2.323  C187 1.567, C189 1.556, H221 1.090, H222 1.090
189 C 9.583 4.467 -3.088  C188 1.556, H223 1.090, H224 1.090, H225 1.090
190 H 11.129 -1.945 0.274  C173 1.090
191 H 10.749 -3.482 0.778  C173 1.090
192 H 10.326 -2.282 1.798  C173 1.090
193 H 8.130 -2.463 0.333  C174 1.090
194 H 9.192 -3.342 -0.780  C174 1.090
195 H 9.073 -0.244 -0.876  C175 1.090
196 H 8.270 -1.276 -1.851  C175 1.090
197 H 10.895 -2.206 -2.319  C176 1.090
198 H 11.282 -0.710 -1.533  C176 1.090
199 H 12.472 0.714 -2.772  C178 1.090
200 H 12.285 1.075 -4.409  C178 1.090
201 H 12.865 -1.820 -3.481  C179 1.090
202 H 14.133 -0.674 -3.502  C179 1.090
203 H 14.133 -0.268 -5.799  C180 1.090
204 H 12.470 -1.014 -6.049  C180 1.090
205 H 13.584 -3.177 -5.215  C181 1.090
206 H 15.140 -2.496 -5.545  C181 1.090
207 H 14.019 -2.609 -6.842  C181 1.090
208 H 10.576 -2.069 -5.073  C182 1.090
209 H 9.829 -0.680 -5.801  C182 1.090
210 H 7.589 -1.007 -4.667  C183 1.090
211 H 8.333 -2.237 -3.722  C183 1.090
212 H 7.027 -3.289 -5.735  C184 1.090
213 H 8.822 -3.601 -5.789  C184 1.090
214 H 7.724 -2.697 -8.197  C185 1.090
215 H 9.159 -2.055 -7.529  C185 1.090
216 H 7.497 -1.319 -7.379  C185 1.090
217 H 8.358 0.805 -3.338  C186 1.090
218 H 9.241 1.857 -4.321  C186 1.090
219 H 10.164 1.550 -1.350  C187 1.090
220 H 8.511 2.259 -1.777  C187 1.090
221 H 11.309 3.028 -2.693  C188 1.090
222 H 10.498 3.748 -1.327  C188 1.090
223 H 9.439 4.170 -4.127  C189 1.090
224 H 10.342 5.233 -3.248  C189 1.090
225 H 8.610 4.829 -2.755  C189 1.090
226 C 3.767 1.930 6.746  C227 1.507, H243 1.090, H244 1.090, H245 1.090
227 C 3.942 2.162 8.225  C226 1.507, C228 1.509, H246 1.090, H247 1.090
228 C 2.640 2.266 8.979  C227 1.509, C229 1.554, H248 1.090, H249 1.090
229 C 1.965 0.879 9.175  C228 1.554, P230 1.833, H250 1.090, H251 1.090
230 P 0.228 0.920 9.757  C229 1.833, C231 1.864, C235 1.815, C239 1.844
231 C -0.835 1.852 8.543  P230 1.864, C232 1.566, H252 1.090, H253 1.090
232 C -0.953 1.084 7.183  C231 1.566, C233 1.508, H254 1.090, H255 1.090
233 C -2.099 1.615 6.360  C232 1.508, C234 1.509, H256 1.090, H257 1.090
234 C -3.534 1.530 6.818  C233 1.509, H258 1.090, H259 1.090, H260 1.090
235 C 0.035 1.813 11.325  P230 1.815, C236 1.578, H261 1.090, H262 1.090
236 C -0.170 3.377 11.379  C235 1.578, C237 1.538, H263 1.090, H264 1.090
237 C 0.491 4.078 12.578  C236 1.538, C238 1.537, H265 1.090, H266 1.090
238 C 0.002 3.648 13.970  C237 1.537, H267 1.090, H268 1.090, H269 1.090
239 C -0.407 -0.793 10.005  P230 1.844, C240 1.592, H270 1.090, H271 1.090
240 C 0.517 -2.026 9.604  C239 1.592, C241 1.555, H272 1.090, H273 1.090
241 C -0.195 -3.346 9.194  C240 1.555, C242 1.532, H274 1.090, H275 1.090
242 C -0.932 -4.009 10.363  C241 1.532, H276 1.090, H277 1.090, H278 1.090
243 H 2.770 2.108 6.343  C226 1.090
244 H 4.069 0.931 6.430  C226 1.090
245 H 4.523 2.554 6.269  C226 1.090
246 H 4.415 3.104 8.503  C227 1.090
247 H 4.591 1.387 8.632  C227 1.090
248 H 1.957 2.987 8.530  C228 1.090
249 H 2.879 2.685 9.956  C228 1.090
250 H 2.608 0.318 9.853  C229 1.090
251 H 2.024 0.371 8.212  C229 1.090
252 H -0.289 2.790 8.447  C231 1.090
253 H -1.807 2.127 8.952  C231 1.090
254 H -1.019 0.011 7.367  C232 1.090
255 H -0.059 1.117 6.561  C232 1.090
256 H -2.069 1.098 5.401  C233 1.090
257 H -1.865 2.650 6.112  C233 1.090
258 H -4.114 1.722 5.916  C234 1.090
259 H -3.791 2.369 7.465  C234 1.090
260 H -3.739 0.525 7.187  C234 1.090
261 H 0.951 1.470 11.805  C235 1.090
262 H -0.837 1.257 11.669  C235 1.090
263 H -1.163 3.771 11.161  C236 1.090
264 H 0.386 3.727 10.510  C236 1.090
265 H 0.400 5.164 12.559  C237 1.090
266 H 1.572 3.940 12.612  C237 1.090
267 H 0.601 2.873 14.448  C238 1.090
268 H -1.057 3.403 14.057  C238 1.090
269 H 0.179 4.536 14.577  C238 1.090
270 H -1.325 -1.017 9.461  C239 1.090
271 H -0.790 -1.084 10.983  C239 1.090
272 H 1.107 -2.317 10.473  C240 1.090
273 H 1.113 -1.819 8.715  C240 1.090
274 H 0.541 -4.078 8.862  C241 1.090
275 H -0.914 -3.139 8.402  C241 1.090
276 H -1.798 -3.417 10.662  C242 1.090
277 H -0.218 -4.020 11.186  C242 1.090
278 H -1.257 -5.006 10.065  C242 1.090